Formula: C30H65N14O35PS
Source: the Open Molecules 2025 dataset
Level of theory: wB97M-V/def2-TZVPD

```
! RIJCOSX wB97M-V def2-TZVPD def2/J DEFGRID3
* xyz 0 1
C 2.845 -1.815 2.897
C 1.770 -2.904 2.751
P 1.573 -3.502 1.022
C 3.078 -4.523 0.762
C 1.860 -2.066 -0.010
C 1.282 -0.870 0.196
C 0.050 -0.772 1.054
C -1.079 0.224 0.691
C -1.402 1.078 1.921
C -0.333 2.103 2.282
S 0.592 1.761 3.756
O 0.273 0.479 4.319
O 0.447 2.831 4.681
O 2.073 1.699 3.212
C 1.980 0.287 -0.404
O 1.490 1.375 -0.639
C 3.420 0.070 -0.752
C 4.351 1.207 -0.572
C 4.694 1.341 0.885
O 5.589 0.263 1.256
C 6.546 0.674 2.114
O 6.354 0.833 3.281
C 3.802 -1.120 -1.202
C 2.799 -2.177 -1.144
O 2.685 -3.047 -1.982
H 3.260 -1.788 3.892
H 2.414 -0.845 2.709
H 3.637 -1.929 2.174
H 2.053 -3.755 3.340
H 0.832 -2.479 3.070
H 3.385 -4.973 1.687
H 2.934 -5.229 -0.036
H 3.889 -3.875 0.456
H 0.386 -0.487 2.045
H -0.390 -1.750 1.161
H -1.988 -0.302 0.465
H -0.870 0.850 -0.157
H -2.296 1.651 1.743
H -1.632 0.405 2.732
H 0.382 2.204 1.479
H -0.749 3.077 2.440
H 2.603 1.285 3.908
H 5.263 0.990 -1.106
H 3.929 2.113 -0.958
H 5.208 2.277 1.032
H 3.823 1.298 1.515
H 7.531 0.839 1.675
H 4.796 -1.314 -1.551
C -2.273 -0.141 5.615
N -3.710 -0.509 5.490
O -4.054 -1.133 4.507
O -4.456 -0.167 6.382
H -1.745 -0.514 4.753
H -2.213 0.941 5.671
H -1.901 -0.592 6.529
C -0.007 -7.758 2.831
N 0.459 -6.383 3.156
O -0.368 -5.571 3.503
O 1.647 -6.162 3.047
H -1.079 -7.796 2.974
H 0.262 -7.954 1.799
H 0.506 -8.440 3.502
C 2.644 -2.054 -5.396
N 3.742 -1.250 -4.779
O 3.521 -0.189 -4.220
O 4.851 -1.740 -4.845
H 1.711 -1.520 -5.268
H 2.877 -2.198 -6.443
H 2.632 -3.003 -4.868
C -2.579 -3.920 5.808
N -3.053 -5.327 5.915
O -2.522 -6.042 6.737
O -3.940 -5.662 5.163
H -1.789 -3.769 6.533
H -2.214 -3.782 4.795
H -3.425 -3.269 6.008
C -0.551 -2.368 -3.080
N -1.443 -1.247 -2.684
O -2.151 -1.399 -1.714
O -1.406 -0.245 -3.372
H -0.692 -3.182 -2.380
H -0.829 -2.659 -4.089
H 0.467 -2.004 -3.052
C -1.017 -1.717 -8.053
N 0.276 -2.443 -8.207
O 0.764 -2.507 -9.311
O 0.770 -2.967 -7.224
H -1.301 -1.354 -9.028
H -1.743 -2.425 -7.671
H -0.873 -0.900 -7.353
C 5.089 0.726 -8.023
N 3.624 0.597 -8.258
O 2.917 1.540 -7.975
O 3.232 -0.447 -8.719
H 5.283 1.707 -7.612
H 5.378 -0.057 -7.327
H 5.581 0.592 -8.981
C -4.335 0.296 -10.457
N -4.352 -0.928 -9.612
O -3.705 -0.942 -8.581
O -5.022 -1.850 -10.012
H -3.706 1.033 -9.986
H -3.950 0.009 -11.430
H -5.359 0.646 -10.537
C -2.993 6.026 0.186
N -2.415 4.700 0.551
O -1.215 4.626 0.743
O -3.187 3.773 0.642
H -2.189 6.748 0.146
H -3.470 5.917 -0.780
H -3.718 6.280 0.953
C -6.670 -2.480 6.260
N -7.547 -3.432 6.993
O -8.739 -3.408 6.760
O -7.012 -4.176 7.784
H -7.283 -1.886 5.596
H -6.178 -1.855 6.996
H -5.946 -3.066 5.703
C 2.732 5.012 -1.544
N 3.864 5.201 -0.605
O 4.153 6.313 -0.236
O 4.393 4.169 -0.255
H 2.291 5.968 -1.799
H 3.125 4.508 -2.423
H 2.022 4.375 -1.022
C -0.098 3.687 -3.534
N -1.360 4.377 -3.203
O -2.270 4.317 -3.994
O -1.395 4.966 -2.146
H -0.197 3.207 -4.493
H 0.677 4.446 -3.553
H 0.086 2.959 -2.748
C 6.703 9.139 0.342
N 6.797 9.577 -1.078
O 5.999 10.397 -1.473
O 7.674 9.075 -1.746
H 5.880 9.666 0.808
H 6.530 8.068 0.340
H 7.645 9.380 0.822
C -11.014 -1.744 8.500
N -10.765 -0.334 8.908
O -11.671 0.276 9.431
O -9.660 0.111 8.685
H -12.033 -2.001 8.759
H -10.851 -1.808 7.429
H -10.303 -2.368 9.031
*
```

Values from the calculation:
HOMO energy: -8.23 eV
E_tot: -144771.366 eV
LUMO: -0.0450 Ha

Formula: C30H65N3O10P2
Source: the Open Molecules 2025 dataset
Level of theory: wB97M-V/def2-TZVPD

```
! RIJCOSX wB97M-V def2-TZVPD def2/J DEFGRID3
* xyz -1 4
O 0.710 -7.242 2.856
P 0.942 -5.801 2.903
O 0.689 -5.159 4.333
O 2.473 -5.467 2.559
C 0.004 -4.705 1.777
C -1.190 -5.311 1.047
O -2.073 -6.156 1.755
O -2.413 -5.553 3.011
C 0.968 -4.224 0.671
O 1.729 -3.186 1.191
P 0.695 -2.127 2.168
O -0.364 -3.537 2.467
H 0.708 -4.193 4.264
H 2.600 -4.505 2.567
H -1.719 -4.450 0.624
H -0.853 -5.943 0.222
H -2.649 -4.634 2.814
H 0.342 -3.842 -0.153
H 1.574 -5.021 0.248
H 1.597 -1.021 1.954
H -0.029 -1.795 0.971
H -0.209 -1.323 2.958
H 1.429 -2.546 3.383
C -1.273 1.550 -4.137
C -0.611 0.461 -3.262
C 0.125 -0.550 -4.140
C -0.805 -1.494 -4.902
C -1.787 -2.172 -3.948
C -2.567 -1.185 -3.080
N -1.622 -0.240 -2.410
O -1.062 -0.796 -1.392
C -3.608 -0.435 -3.928
C -3.341 -1.938 -2.008
C 0.382 1.167 -2.352
H -2.144 1.976 -3.639
H -0.567 2.361 -4.310
H -1.580 1.189 -5.118
H 0.787 -1.148 -3.507
H 0.766 -0.003 -4.837
H -1.344 -0.955 -5.687
H -0.209 -2.255 -5.410
H -2.499 -2.785 -4.506
H -1.232 -2.852 -3.296
H -4.085 0.351 -3.341
H -4.382 -1.135 -4.243
H -3.203 0.010 -4.833
H -2.694 -2.569 -1.403
H -4.086 -2.574 -2.488
H -3.856 -1.243 -1.344
H -0.125 1.868 -1.686
H 1.093 1.728 -2.959
H 0.948 0.471 -1.738
C -3.504 1.052 2.425
C -4.189 -0.272 2.828
C -5.423 0.002 3.686
C -5.092 0.458 5.106
C -4.130 -0.521 5.779
C -2.867 -0.790 4.962
N -3.242 -1.164 3.563
O -3.579 -2.398 3.486
C -1.938 0.434 4.985
C -2.081 -1.940 5.580
C -4.599 -0.968 1.539
H -2.440 0.902 2.247
H -3.940 1.427 1.499
H -3.624 1.841 3.166
H -6.023 -0.911 3.744
H -6.039 0.751 3.180
H -4.666 1.466 5.097
H -6.014 0.523 5.689
H -3.835 -0.148 6.763
H -4.653 -1.468 5.946
H -1.095 0.282 4.310
H -1.540 0.557 5.993
H -2.429 1.370 4.727
H -2.687 -2.836 5.690
H -1.739 -1.637 6.571
H -1.214 -2.192 4.970
H -3.721 -1.211 0.939
H -5.242 -0.299 0.966
H -5.149 -1.887 1.727
C 5.660 3.708 -4.196
C 4.431 4.138 -3.366
C 4.482 5.637 -3.072
C 5.530 6.020 -2.027
C 5.357 5.192 -0.754
C 5.338 3.686 -1.010
N 4.346 3.370 -2.085
O 3.146 3.348 -1.624
C 6.745 3.189 -1.379
C 4.935 2.945 0.257
C 3.198 3.819 -4.201
H 5.903 2.661 -4.023
H 5.448 3.822 -5.258
H 6.547 4.306 -3.991
H 3.499 5.960 -2.714
H 4.666 6.169 -4.008
H 6.538 5.894 -2.430
H 5.428 7.080 -1.787
H 6.157 5.415 -0.045
H 4.420 5.481 -0.270
H 6.715 2.141 -1.677
H 7.390 3.268 -0.504
H 7.223 3.760 -2.171
H 3.983 3.292 0.649
H 5.696 3.110 1.019
H 4.853 1.873 0.076
H 3.119 2.747 -4.386
H 3.281 4.332 -5.159
H 2.282 4.151 -3.718
*
```

Values from the calculation:
ΔE to the lowest compared entry with this formula, charge and spin: 8.7 kcal/mol
HOMO energy (spin up / spin down): -4.88 / -4.88 eV
E_tot: -75682.828 eV
LUMO (spin up / spin down): 0.0720 / 0.0680 Ha

Formula: C30H65N3O8P2
Source: the Open Molecules 2025 dataset
Level of theory: wB97M-V/def2-TZVPD

```
! RIJCOSX wB97M-V def2-TZVPD def2/J DEFGRID3
* xyz 0 1
C 6.972 -0.551 -2.290
C 5.419 -0.826 -2.156
C 5.103 -1.880 -1.042
C 5.394 -1.291 0.388
C 4.601 0.045 0.675
C 5.546 1.306 0.497
C 4.807 2.543 1.121
O 3.391 2.423 0.876
C 2.809 3.714 1.030
C 2.931 4.639 -0.242
C 1.334 3.659 1.628
C 0.213 3.533 0.550
C 0.477 2.545 -0.643
C 0.307 3.182 -2.063
C -1.064 3.954 -2.260
C 0.538 2.186 -3.258
C 0.356 0.672 -2.914
C -1.149 0.290 -2.623
C -1.437 -0.938 -1.983
C -1.072 -2.244 -2.801
C -2.038 -1.068 -0.564
O 1.365 2.756 2.726
C 0.557 1.610 2.696
P 1.310 0.158 1.704
P 0.849 -1.697 2.788
O 1.702 -2.833 2.272
O -0.800 -1.964 2.651
O 1.182 -1.364 4.387
H 7.310 0.251 -1.588
H 7.174 -0.215 -3.331
H 7.522 -1.491 -2.044
H 5.085 -1.275 -3.125
H 4.854 0.124 -2.012
H 5.729 -2.798 -1.154
H 4.032 -2.199 -1.099
H 5.122 -2.042 1.164
H 6.482 -1.046 0.449
H 4.224 0.114 1.722
H 3.757 0.088 -0.050
H 6.502 1.155 1.047
H 5.744 1.473 -0.585
H 5.228 3.505 0.747
H 4.931 2.506 2.237
H 3.402 4.235 1.832
H 2.971 4.063 -1.192
H 3.874 5.227 -0.118
H 2.104 5.380 -0.212
H 1.209 4.684 2.074
H 0.099 4.550 0.094
H -0.795 3.307 0.970
H 1.461 2.024 -0.623
H -0.299 1.734 -0.570
H 1.103 3.965 -2.150
H -1.900 3.536 -1.661
H -1.332 3.915 -3.342
H -0.868 5.033 -2.047
H -0.072 2.400 -4.161
H 1.606 2.313 -3.580
H 0.678 0.004 -3.762
H 0.970 0.337 -2.044
H -2.001 0.952 -2.884
H -1.627 -3.132 -2.443
H 0.041 -2.368 -2.731
H -1.287 -2.004 -3.866
H -1.577 -0.391 0.185
H -3.144 -0.866 -0.517
H -1.898 -2.105 -0.166
H -0.525 1.768 2.482
H 0.566 1.208 3.744
H 0.616 -0.019 0.474
H -0.922 -2.923 2.582
H 1.916 -1.925 4.670
C 0.414 0.648 -6.974
C 1.146 1.964 -6.945
O 0.650 2.972 -6.464
N 2.398 2.008 -7.474
C 3.156 0.933 -8.084
H -0.565 0.776 -6.517
H 0.274 0.315 -8.004
H 0.965 -0.105 -6.408
H 2.823 2.920 -7.418
H 4.084 0.799 -7.526
H 3.400 1.216 -9.111
H 2.602 -0.001 -8.091
C -3.988 -3.802 2.877
C -4.923 -4.350 3.923
O -6.122 -4.114 3.908
N -4.395 -5.130 4.903
C -3.013 -5.525 5.095
H -4.556 -3.203 2.169
H -3.234 -3.164 3.343
H -3.509 -4.619 2.334
H -5.081 -5.459 5.564
H -2.953 -6.614 5.074
H -2.681 -5.173 6.074
H -2.364 -5.115 4.327
C -8.980 -2.703 4.099
C -9.974 -1.669 4.557
O -10.784 -1.161 3.796
N -9.950 -1.304 5.868
C -9.075 -1.784 6.919
H -9.121 -2.889 3.037
H -7.962 -2.345 4.254
H -9.133 -3.640 4.637
H -10.642 -0.609 6.102
H -9.687 -2.223 7.710
H -8.523 -0.936 7.330
H -8.372 -2.527 6.553
*
```

Values from the calculation:
SMILES: CCCCCCCO[C@@H](C)[C@@H](CC[C@H](C)CCC=C(C)C)OCPP(=O)(O)O.CNC(C)=O.CNC(C)=O.CNC(C)=O
HOMO energy: -7.03 eV
E_tot: -71590.168 eV
LUMO: 0.0107 Ha

Formula: C30H66INO17
Source: the Open Molecules 2025 dataset
Level of theory: wB97M-V/def2-TZVPD

```
! RIJCOSX wB97M-V def2-TZVPD def2/J DEFGRID3
* xyz 0 1
C 0.129 -6.449 4.754
C -0.323 -5.146 4.151
O -0.150 -4.075 4.688
O -0.974 -5.293 2.959
C -0.498 -4.494 1.891
O -0.252 -5.288 0.772
C 0.889 -6.050 0.777
O 0.821 -7.244 0.964
N 2.088 -5.341 0.419
I 3.512 -6.736 -0.206
C 2.692 -4.594 1.587
C 2.551 -3.117 1.294
O 3.369 -2.372 2.174
H -0.408 -7.261 4.285
H 1.191 -6.526 4.563
H -0.091 -6.447 5.810
H 0.346 -3.900 2.206
H -1.285 -3.810 1.605
H 3.737 -4.823 1.699
H 2.147 -4.875 2.482
H 1.520 -2.794 1.410
H 2.832 -2.972 0.256
H 3.438 -1.491 1.811
C -5.895 1.392 1.796
O -4.869 1.049 2.700
C -5.211 1.283 4.057
C -4.605 0.241 4.971
O -5.220 -1.036 4.909
C -5.013 -1.831 3.752
C -3.614 -2.389 3.608
O -2.697 -1.380 3.220
C -1.403 -1.564 3.766
H -6.011 2.479 1.725
H -5.617 1.000 0.819
H -6.849 0.941 2.089
H -6.299 1.282 4.184
H -4.825 2.271 4.342
H -4.771 0.580 5.997
H -3.526 0.171 4.830
H -5.320 -1.303 2.848
H -5.689 -2.680 3.872
H -3.625 -3.166 2.831
H -3.308 -2.846 4.556
H -1.443 -1.716 4.847
H -0.833 -0.655 3.567
H -0.905 -2.400 3.300
C -2.186 -0.641 0.146
O -1.036 -0.282 -0.593
C -1.316 0.095 -1.931
C -0.388 1.192 -2.408
O -0.652 2.475 -1.860
C -0.344 2.698 -0.494
C 1.132 2.754 -0.171
O 1.709 1.460 -0.213
C 3.051 1.441 -0.640
H -2.586 -1.604 -0.189
H -1.898 -0.724 1.193
H -2.965 0.126 0.065
H -2.353 0.438 -2.024
H -1.179 -0.786 -2.572
H -0.552 1.309 -3.481
H 0.657 0.910 -2.274
H -0.861 1.981 0.146
H -0.762 3.681 -0.269
H 1.251 3.154 0.845
H 1.636 3.426 -0.875
H 3.196 1.991 -1.576
H 3.317 0.398 -0.814
H 3.709 1.855 0.133
C 3.729 -2.538 -5.975
O 4.999 -2.592 -5.365
C 4.953 -2.457 -3.956
C 6.015 -3.297 -3.280
O 5.759 -4.692 -3.277
C 5.865 -5.401 -4.502
C 7.274 -5.557 -5.028
O 7.764 -4.341 -5.568
C 9.149 -4.162 -5.377
H 3.319 -1.522 -5.946
H 3.850 -2.841 -7.014
H 3.028 -3.229 -5.494
H 3.969 -2.751 -3.573
H 5.126 -1.401 -3.706
H 6.024 -3.014 -2.225
H 7.008 -3.075 -3.676
H 5.204 -4.982 -5.262
H 5.492 -6.403 -4.275
H 7.269 -6.309 -5.829
H 7.923 -5.910 -4.218
H 9.427 -4.307 -4.327
H 9.391 -3.138 -5.658
H 9.728 -4.848 -6.006
C -3.323 4.955 -0.861
O -3.237 6.106 -0.047
C -1.912 6.433 0.331
C -1.712 7.929 0.418
O -1.652 8.594 -0.833
C -2.846 8.729 -1.588
C -3.853 9.703 -1.017
O -4.506 9.167 0.121
C -4.828 10.137 1.091
H -3.120 4.050 -0.279
H -4.337 4.906 -1.254
H -2.629 5.012 -1.707
H -1.195 6.018 -0.387
H -1.718 5.991 1.318
H -0.731 8.096 0.870
H -2.449 8.388 1.079
H -3.304 7.759 -1.784
H -2.522 9.129 -2.551
H -4.613 9.911 -1.782
H -3.342 10.640 -0.765
H -3.954 10.748 1.347
H -5.154 9.612 1.987
H -5.639 10.788 0.747
*
```

Values from the calculation:
HOMO energy: -9.14 eV
E_tot: -76569.563 eV
LUMO: -0.0173 Ha

Which formula does entry 4 have?
C30H66INO17

Number 1 is which compound?
C30H65N14O35PS

Number 1 is which compound?
C30H65N14O35PS

Among the records above, which one has the highest E_tot?
C30H65N3O8P2